Model w:
8
Properties=species:S:1:pos:R:3 method="wB97M-V/def2-TZVPD" multiplicity=1 smiles=OC(O)(Cl)OCl total_charge=0 orbital_gap_ha=0.3806
Cl -2.35 -0.72 0.04
Cl 0.81 1.93 0.04
O -1.23 0.55 0.27
O 0.74 -0.61 0.69
O 0.17 -0.29 -1.46
C 0.02 0.27 0.03
H 0.81 -0.96 -1.19
H 1.04 -0.16 1.58

Model x:
8
Properties=species:S:1:pos:R:3 method="wB97M-V/def2-TZVPD" multiplicity=1 smiles="O=COCl.OCl" total_charge=0 orbital_gap_ha=0.3861
Cl -2.49 1.16 0.92
Cl 0.62 -2.68 0.67
O -1.29 1.60 -0.07
O 0.76 1.87 -0.69
O 0.95 -1.88 -0.83
C 0.02 1.44 0.15
H 0.29 1.11 1.23
H 1.13 -2.61 -1.38

Stability verdict: model w, ahead by 32.3 kcal/mol

Model w:
50
Properties=species:S:1:pos:R:3 method="wB97M-V/def2-TZVPD" multiplicity=1 smiles="COCCn1c(SCC(=O)N2CCCCC2)nc2c(c1=O)S[C@H](C)C2" total_charge=0 orbital_gap_ha=0.2983
S 0.20 -0.41 -2.20
S -3.29 4.10 0.16
O -0.09 3.99 0.08
O 3.07 0.73 0.51
O -1.51 -1.78 0.55
N -0.05 1.98 -0.98
N 0.43 -2.80 0.03
N -2.02 0.84 -1.59
C -0.69 -2.13 -0.29
C -4.23 1.85 -1.07
C -0.73 0.93 -1.52
C 1.39 1.95 -0.83
C 3.13 -3.05 1.01
C 1.74 1.19 0.47
C -0.92 -1.77 -1.75
C -2.73 1.84 -1.05
C -4.95 2.24 1.33
C 1.49 -3.21 -0.87
C 4.04 1.74 0.65
C -4.68 2.88 -0.02
C -0.73 3.08 -0.41
C 1.98 -2.60 1.92
C 2.83 -2.63 -0.42
C -2.15 2.94 -0.49
C 0.67 -3.18 1.41
H 3.24 -4.13 1.07
H -0.18 -2.81 2.00
H 1.53 1.84 1.33
H -4.62 0.86 -0.84
H 1.93 -1.51 1.92
H 0.69 -4.27 1.47
H -0.73 -2.60 -2.44
H 1.12 0.30 0.54
H 1.72 2.99 -0.78
H -5.80 1.57 1.27
H -1.93 -1.39 -1.87
H 3.81 2.38 1.52
H 2.15 -2.94 2.94
H 4.06 -2.59 1.35
H 4.98 1.23 0.81
H 3.61 -2.98 -1.09
H -5.55 3.45 -0.35
H -4.57 2.13 -2.07
H 1.54 -4.31 -0.85
H -5.16 3.00 2.08
H 2.79 -1.54 -0.47
H 4.11 2.37 -0.24
H -4.08 1.67 1.65
H 1.84 1.45 -1.68
H 1.28 -2.89 -1.89

Model x:
50
Properties=species:S:1:pos:R:3 method="wB97M-V/def2-TZVPD" multiplicity=1 total_charge=0 orbital_gap_ha=0.2965
S -0.37 0.66 -2.16
S -5.35 -1.26 0.74
O 0.39 -2.47 -0.23
O -4.54 2.01 0.09
O -0.30 2.58 0.52
N 1.65 -0.47 -0.32
N -2.07 -1.01 -1.34
N -2.63 1.15 -0.88
C 0.10 2.87 1.89
C 1.92 -1.17 1.27
C 0.45 -1.01 -2.31
C -3.82 1.18 -0.18
C -4.90 -2.70 0.38
C -3.20 -1.33 -0.61
C 0.86 -1.34 -0.76
C 4.67 -0.15 -0.06
C -1.59 3.16 0.19
C 3.32 -1.66 1.34
C -3.56 -2.81 -0.08
C 2.30 0.63 -0.55
C 3.48 0.90 0.24
C -3.97 -0.46 -0.03
C -2.19 2.46 -1.24
C -1.88 0.10 -1.21
C 4.21 -1.43 0.14
H 5.59 0.07 0.63
H 3.90 -1.12 2.11
H -2.30 2.97 1.06
H 1.52 1.24 -0.34
H 0.33 4.03 1.72
H -5.54 -2.98 -0.48
H 1.83 0.03 1.97
H -3.23 3.25 -1.40
H -3.36 -3.56 -1.05
H 3.30 -2.65 1.75
H 2.41 0.72 -1.65
H 5.07 -2.12 0.33
H 4.83 0.06 -1.08
H 0.81 2.34 2.02
H 3.33 1.02 1.23
H 3.75 1.97 -0.03
H -0.53 2.66 2.60
H 3.63 -1.94 -0.37
H -0.31 -1.65 -2.48
H -5.04 -3.45 1.08
H -2.81 -3.20 0.60
H 1.16 -1.86 1.55
H -1.34 2.66 -1.91
H -1.29 4.12 0.12
H 1.32 -1.04 -2.84

Stability verdict: model w, ahead by 361.0 kcal/mol

Model w:
11
Properties=species:S:1:pos:R:3 method="wB97M-V/def2-TZVPD" multiplicity=1 total_charge=+1 orbital_gap_ha=0.4427
O 1.17 -0.59 0.56
N 0.90 -1.46 2.76
N -1.30 0.67 -0.80
N 0.00 0.88 -1.33
C 1.13 -1.02 1.68
H -2.00 1.33 -1.17
H 0.46 1.72 -1.15
H 0.61 -2.23 3.27
H 0.62 0.32 -0.63
H 0.10 0.64 -2.24
H -1.69 -0.26 -0.95

Model x:
11
Properties=species:S:1:pos:R:3 method="wB97M-V/def2-TZVPD" multiplicity=1 total_charge=+1 orbital_gap_ha="0.3365 / 0.3084"
O 1.28 0.44 0.26
N -1.07 -0.66 -0.15
N 1.22 -0.89 -0.06
N 0.29 1.20 -0.30
C -0.95 0.63 0.27
H 1.39 -1.14 -1.03
H -0.97 0.85 1.36
H 1.67 -1.47 0.65
H -1.76 1.22 -0.20
H -1.40 -1.34 0.52
H 0.30 1.16 -1.32

Stability verdict: model w, ahead by 122.2 kcal/mol

Model w:
16
Properties=species:S:1:pos:R:3 method="wB97M-V/def2-TZVPD" multiplicity=2 total_charge=+2 orbital_gap_ha="0.4363 / 0.2165" s_squared=0.7538
O 2.96 -0.16 -1.91
N -2.23 1.04 1.23
N 0.85 -0.46 -0.11
C -0.64 -0.04 -0.24
C -1.51 -0.26 1.02
H 1.13 -0.31 0.86
H -1.04 -0.46 -1.13
H -3.13 0.89 0.85
H -0.56 1.05 -0.28
H 3.61 -0.74 -2.04
H 3.28 0.85 -2.18
H 0.93 -1.41 -0.42
H -0.74 -0.33 1.92
H -2.19 1.41 2.18
H 1.58 0.06 -0.79
H -2.30 -1.13 1.03

Model x:
16
Properties=species:S:1:pos:R:3 method="wB97M-V/def2-TZVPD" multiplicity=2 total_charge=+2 orbital_gap_ha="0.5157 / 0.2490" s_squared=0.7554
O 0.77 1.64 -0.20
N 0.06 0.10 1.36
N 0.07 -0.51 -1.29
C 0.13 1.49 1.18
C -0.46 -1.85 -0.93
H 0.34 -2.22 -0.30
H 0.01 -0.01 -0.37
H -0.34 0.12 -2.12
H 0.61 1.99 2.00
H -0.92 -2.34 -1.90
H 1.06 -0.70 -1.55
H 0.31 2.47 -0.51
H -0.95 1.85 1.12
H 1.03 -0.28 1.51
H -0.54 -0.10 2.23
H -1.20 -1.66 -0.22

Stability verdict: model w, ahead by 36.5 kcal/mol

Model w:
13
Properties=species:S:1:pos:R:3 method="wB97M-V/def2-TZVPD" multiplicity=1 smiles=Cc1cncs1.Br total_charge=0 orbital_gap_ha=0.3690
Br 3.86 0.81 -0.96
S -1.99 0.40 1.23
N 0.44 0.64 1.66
C -0.85 -0.29 0.01
C 0.36 0.04 0.42
C -0.69 0.92 2.18
C -1.11 -0.94 -1.30
H -1.28 -0.07 -1.90
H -2.00 -1.60 -1.17
H -0.82 1.39 3.25
H 1.26 -0.18 0.01
H -0.14 -1.31 -1.69
H 2.96 0.19 -1.75

Model x:
13
Properties=species:S:1:pos:R:3 method="wB97M-V/def2-TZVPD" multiplicity=1 total_charge=0 orbital_gap_ha="0.2582 / 0.2565"
Br -4.63 -0.04 -0.15
S -1.24 -2.21 0.14
N -2.13 0.63 0.92
C -0.09 -0.83 0.25
C -0.73 0.40 1.18
C -2.90 -0.01 0.21
C 0.20 -0.18 -1.07
H -0.50 0.82 -1.07
H 1.20 0.15 -1.16
H -0.09 -0.74 -1.97
H 0.92 -1.08 0.74
H -0.68 -0.08 2.19
H -0.21 1.37 1.11

Stability verdict: model w, ahead by 56.4 kcal/mol

Model w:
32
Properties=species:S:1:pos:R:3 method="wB97M-V/def2-TZVPD" multiplicity=1 smiles=ClCCCl.ClCCCl.ClCCCl.ClCCCl total_charge=0 orbital_gap_ha=0.4050
Cl 14.59 8.02 12.39
Cl 17.67 8.59 2.03
Cl 18.49 12.87 9.05
Cl 16.97 11.35 0.23
Cl 17.58 10.51 5.57
Cl 18.76 9.98 13.34
Cl 15.56 10.96 11.09
Cl 20.92 11.33 11.09
C 17.61 11.81 7.92
C 14.91 9.58 10.17
C 18.86 11.66 12.83
C 16.38 9.75 2.39
C 18.49 11.50 6.74
C 16.71 11.15 1.98
C 15.32 8.27 10.76
C 20.27 12.10 12.56
H 20.28 13.18 12.42
H 14.97 7.43 10.17
H 16.20 9.78 3.46
H 16.70 12.34 7.64
H 13.83 9.68 10.11
H 17.32 10.90 8.44
H 19.37 10.95 7.05
H 18.80 12.41 6.24
H 18.27 11.77 11.92
H 15.89 11.80 2.28
H 15.45 9.42 1.93
H 20.95 11.87 13.38
H 16.40 8.19 10.90
H 17.60 11.52 2.49
H 15.32 9.66 9.16
H 18.40 12.28 13.60

Model x:
32
Properties=species:S:1:pos:R:3 method="wB97M-V/def2-TZVPD" multiplicity=1 smiles=ClCCCl.ClCCCl.ClCCCl.ClCCCl total_charge=0 orbital_gap_ha=0.4119
Cl 2.98 6.49 -1.93
Cl -8.46 -4.69 4.82
Cl 5.81 1.39 -6.54
Cl 0.75 -3.55 1.70
Cl 0.33 6.51 -3.80
Cl -5.34 -5.74 4.15
Cl 4.68 0.00 -3.65
Cl -0.29 0.67 1.39
C 0.16 6.31 -2.05
C 6.30 0.75 -3.93
C 6.25 1.93 -4.87
C -0.23 -2.09 1.95
C -7.96 -6.34 4.25
C 0.60 -0.89 1.50
C 1.39 6.89 -1.28
C -6.69 -6.69 4.92
H 1.38 6.50 -0.26
H 7.03 0.02 -4.27
H 6.73 1.07 -2.98
H 1.44 7.98 -1.24
H 1.47 -0.71 2.13
H -0.75 6.84 -1.78
H -8.74 -7.07 4.45
H -1.15 -2.19 1.39
H -7.85 -6.30 3.17
H -6.66 -6.66 6.01
H -0.38 -2.00 3.03
H 7.21 2.43 -4.96
H 0.81 -0.99 0.43
H 5.46 2.62 -4.56
H -6.34 -7.70 4.70
H 0.06 5.24 -1.89

Stability verdict: model w, ahead by 17.4 kcal/mol